The following is a DFT calculation (ωB97M-V/def2-TZVPD) of a structure of composition C2H7N2OP in a non-equilibrium geometry.

Values from the calculation:
largest force on an atom: 0.1149 hartree/bohr
LUMO: 0.4 eV
orbital gap: 8.86 eV
relative energy (zero: lowest compared OMol25 entry of this formula, charge and spin): 62.0 kcal/mol
electronic energy: -16502.4886 eV

Last column: natural (NBO) charge in e.
CARTESIAN COORDINATES (ANGSTROEM)
C  0.724424  -0.587826  -0.177373  -0.267
C  0.212715  0.824088  0.256092  -0.231
N  -0.294450  -1.477945  -0.253580  -0.846
N  -1.055238  1.214982  -0.426287  -0.907
O  -2.754697  -0.347901  0.938090  -1.028
P  -2.204665  -0.064585  -0.529373  1.265
H  1.225369  -0.558603  -1.124007  0.178
H  1.293520  -0.911252  0.751611  0.201
H  0.013054  0.811921  1.262359  0.190
H  0.850955  1.726748  0.067383  0.206
H  -0.583228  -1.768663  -1.170201  0.344
H  -0.894853  1.390597  -1.352934  0.363
H  -2.247778  -1.045730  1.467213  0.534

Forces on the atoms, in the same order (eV/Å):
1.3 1.5 1.5
0.0 2.0 -2.7
-5.9 -0.7 0.3
-1.0 -2.6 2.9
0.6 -1.4 1.8
2.8 -0.6 0.0
1.3 0.4 -0.2
0.4 0.5 -1.5
-0.5 -0.1 2.5
0.2 -1.2 0.2
0.7 -0.4 -0.6
0.7 1.1 -3.0
-0.7 1.4 -1.2

The following is a DFT calculation (ωB97M-V/def2-TZVPD) of an isolated molecule of C6H3NO2 in a non-equilibrium geometry.

Values from the calculation:
largest force on an atom: 0.0808 hartree/bohr
LUMO: -1.8 eV
orbital gap: 7.60 eV
SMILES: C#C/C=C1/C=NOC1=O
relative energy (zero: lowest compared OMol25 entry of this formula, charge and spin): 66.6 kcal/mol
electronic energy: -11851.2983 eV

Last column: natural (NBO) charge in e.
CARTESIAN COORDINATES (ANGSTROEM)
C  -2.953917  0.590331  0.032919  -0.093
C  -1.951775  -0.100658  0.045203  -0.095
C  -0.760125  -0.808841  0.028624  -0.105
C  0.510154  -0.233986  -0.103486  -0.208
C  1.695735  -0.945718  -0.109867  -0.033
N  2.767299  -0.189331  0.054748  -0.043
O  2.337075  1.122906  0.177929  -0.353
C  0.913517  1.145023  -0.061020  0.724
O  0.353490  2.200794  -0.136370  -0.492
H  -3.882678  1.123940  0.205227  0.250
H  -0.785180  -1.882674  0.014648  0.234
H  1.756408  -2.021786  -0.148560  0.216

Forces on the atoms, in the same order (eV/Å):
0.5 -0.8 0.6
-1.9 1.6 0.0
3.0 1.1 -0.9
-4.0 -1.0 0.3
3.5 -0.3 0.6
-1.6 -1.5 -0.2
-1.5 -0.3 -0.7
1.1 2.6 0.7
0.0 -0.9 0.0
0.7 -0.3 -0.4
-0.1 -0.4 0.2
0.4 0.0 -0.1

The following is a DFT calculation (ωB97M-V/def2-TZVPD) of an isolated molecule of C20H25N5O3 in a non-equilibrium geometry.

Values from the calculation:
largest force on an atom: 0.0273 hartree/bohr
LUMO: 0.7 eV
orbital gap: 8.27 eV
SMILES: Cn1c(=O)[nH]c(=O)c2c1nc(N1CCCCCC1)n2CCOc1ccccc1
relative energy (zero: lowest compared OMol25 entry of this formula, charge and spin): 19.8 kcal/mol
electronic energy: -34740.7207 eV

Last column: natural (NBO) charge in e.
CARTESIAN COORDINATES (ANGSTROEM)
C  2.066819  -0.672311  3.459421  -0.413
N  1.326149  -1.600220  2.636188  -0.418
C  1.442660  -2.958227  2.835112  0.791
O  2.131418  -3.438295  3.708550  -0.635
N  0.720406  -3.750663  1.966904  -0.638
C  -0.095635  -3.392044  0.886744  0.635
O  -0.628826  -4.247998  0.199109  -0.649
C  -0.147167  -1.979681  0.767099  -0.107
C  0.555428  -1.140977  1.613789  0.405
N  0.385316  0.144327  1.266068  -0.578
C  -0.402223  0.129146  0.184479  0.618
N  -0.741085  1.289656  -0.405571  -0.430
C  -0.259664  2.514455  0.205149  -0.214
C  -1.350709  3.578242  0.375411  -0.416
C  -2.717451  3.002565  0.754817  -0.406
C  -3.562197  2.618547  -0.461608  -0.393
C  -3.079990  1.355530  -1.172037  -0.402
C  -1.597042  1.425102  -1.558437  -0.230
N  -0.781863  -1.141616  -0.154264  -0.373
C  -1.417433  -1.723926  -1.310488  -0.251
C  -0.396112  -2.026059  -2.429125  -0.076
O  0.424316  -0.914928  -2.715740  -0.531
C  1.515193  -0.651472  -1.923236  0.378
C  2.187021  -1.580754  -1.138187  -0.326
C  3.271108  -1.181957  -0.374794  -0.184
C  3.706406  0.129403  -0.393472  -0.245
C  3.062080  1.048123  -1.205813  -0.194
C  1.978140  0.663336  -1.966661  -0.280
H  2.714115  -1.252593  4.113976  0.247
H  2.652993  -0.013985  2.819005  0.215
H  1.378726  -0.069356  4.052447  0.206
H  0.817306  -4.746655  2.128656  0.430
H  0.558411  2.920903  -0.401852  0.191
H  0.147028  2.233042  1.175725  0.253
H  -1.012253  4.259983  1.157210  0.220
H  -1.456824  4.169431  -0.536500  0.192
H  -3.268055  3.756585  1.320943  0.213
H  -2.582509  2.135632  1.403711  0.204
H  -3.566736  3.452913  -1.167390  0.193
H  -4.593842  2.457888  -0.140650  0.211
H  -3.680155  1.201541  -2.071549  0.210
H  -3.235432  0.500929  -0.509556  0.200
H  -1.383964  2.394957  -2.012074  0.208
H  -1.343693  0.664840  -2.299556  0.222
H  -2.213016  -1.080842  -1.680038  0.210
H  -1.848221  -2.677302  -0.993118  0.258
H  0.188777  -2.908339  -2.159536  0.193
H  -0.935711  -2.240297  -3.355265  0.202
H  1.879961  -2.614578  -1.102865  0.224
H  3.774165  -1.912303  0.242159  0.217
H  4.546009  0.432485  0.213133  0.214
H  3.403068  2.072253  -1.241213  0.214
H  1.464790  1.365563  -2.605209  0.217

Forces on the atoms, in the same order (eV/Å):
0.2 0.2 0.2
0.0 0.1 -0.1
0.0 0.0 0.0
0.2 -0.2 0.2
0.0 -0.4 0.0
0.0 0.5 0.0
-0.1 -0.3 -0.2
0.3 0.2 0.7
-0.9 -0.4 -1.0
0.4 -0.2 0.4
0.0 -0.3 0.2
0.0 0.2 -0.1
0.2 0.4 0.2
0.0 -0.2 0.1
-0.1 0.3 -0.2
0.0 -0.3 0.2
0.1 0.3 -0.1
-0.4 -0.4 -0.2
0.0 0.2 0.3
0.0 -0.1 -0.8
-0.3 -0.3 0.3
0.2 0.2 0.0
0.3 0.2 0.0
-0.2 -0.2 -0.2
0.1 0.1 0.0
0.1 0.0 0.1
0.0 0.0 0.0
-0.1 -0.2 -0.1
-0.1 0.1 -0.1
0.0 0.0 0.0
0.1 0.0 0.0
0.0 0.2 0.0
0.0 0.0 0.1
0.0 0.2 -0.2
0.1 0.1 -0.1
0.0 0.1 0.0
0.0 0.0 0.1
0.0 0.0 0.1
0.0 0.1 0.0
0.0 0.1 -0.1
0.0 -0.1 0.0
0.0 -0.1 0.0
0.1 0.0 -0.1
0.0 0.2 0.0
0.1 0.0 0.1
0.0 0.2 -0.1
0.0 0.0 0.0
0.1 -0.1 0.1
0.0 -0.1 0.0
0.1 -0.1 0.1
0.1 0.0 0.0
0.0 0.1 0.0
-0.1 0.1 -0.1